{"formula": "C36H53AsBrINO4P2RuS4", "method": "ωB97M-V with the def2-TZVPD basis set", "charge": -2, "homo_energy_ev": [-1.9, -1.9], "orbital_gap_ha": [0.2012, 0.2001], "spin_multiplicity": 2, "s_squared": 0.76, "symbols": ["Ru", "C", "C", "C", "P", "C", "C", "C", "C", "C", "C", "C", "C", "C", "C", "N", "C", "C", "C", "C", "C", "C", "C", "C", "C", "H", "H", "H", "H", "H", "H", "H", "H", "H", "H", "H", "H", "H", "H", "H", "H", "H", "H", "H", "H", "H", "H", "H", "H", "H", "H", "H", "H", "H", "H", "H", "S", "As", "S", "S", "S", "Br", "C", "C", "C", "C", "C", "C", "I", "H", "H", "H", "H", "C", "C", "C", "C", "O", "P", "O", "O", "O", "C", "C", "C", "C", "H", "H", "H", "H", "H", "H", "H", "H", "H", "H", "H", "H", "H", "H", "H", "H", "H", "H"], "positions_angstrom": [[-0.289253, -1.645997, 0.498480], [2.130995, 0.583734, 2.057880], [2.520186, -0.865196, 2.313215], [3.356945, -0.950532, 3.592210], [1.013986, -1.952477, 2.283508], [1.771215, -3.531656, 2.865708], [2.619219, -4.131476, 1.739134], [0.893082, -4.600159, 3.515441], [-0.039317, -1.312351, 3.599044], [0.094501, -1.593871, 4.953314], [-0.794996, -1.101142, 5.895330], [-0.653668, -1.413228, 7.361106], [-1.846000, -0.313961, 5.420086], [-1.999961, -0.017065, 4.082211], [-1.086326, -0.500847, 3.118972], [-1.172685, -0.264337, 1.764826], [-2.092740, 0.748789, 1.364934], [-1.901020, 2.094192, 1.725072], [-0.703333, 2.562391, 2.501420], [-2.839074, 3.044488, 1.333588], [-3.966290, 2.717899, 0.596195], [-4.969355, 3.765042, 0.190377], [-4.142461, 1.386433, 0.256521], [-3.233232, 0.397450, 0.623372], [-3.522953, -1.025394, 0.240689], [3.035779, 1.195608, 1.978096], [1.543316, 0.961605, 2.896716], [1.542898, 0.738829, 1.157026], [3.135214, -1.235835, 1.486460], [2.733348, -0.784058, 4.474518], [4.115977, -0.163524, 3.575663], [3.877594, -1.901806, 3.705096], [2.448267, -3.171618, 3.649258], [1.986480, -4.450362, 0.911280], [3.136208, -5.017474, 2.117222], [3.367823, -3.434190, 1.354740], [0.412854, -5.222328, 2.764674], [0.119127, -4.183055, 4.158411], [1.544362, -5.240505, 4.123204], [0.905069, -2.238717, 5.280645], [0.183254, -2.091729, 7.534375], [-1.552515, -1.891703, 7.759072], [-0.476189, -0.511683, 7.954833], [-2.577549, 0.069638, 6.126306], [-2.835881, 0.588133, 3.755160], [0.183277, 2.412377, 1.892058], [-0.579202, 2.037663, 3.450402], [-0.801562, 3.628731, 2.716168], [-2.665220, 4.080994, 1.608436], [-4.637341, 4.759556, 0.492609], [-5.942973, 3.581866, 0.652884], [-5.124150, 3.780372, -0.891932], [-5.019851, 1.090819, -0.313522], [-4.505895, -1.096766, -0.229585], [-3.496699, -1.695033, 1.097530], [-2.798791, -1.427651, -0.475511], [-0.187030, -6.573415, 0.264419], [-1.195666, -4.788274, -0.245489], [-1.449625, -3.425611, 1.532530], [0.127894, -3.236208, -1.160732], [-2.995187, -4.949191, -1.323150], [6.011633, -0.760525, -3.678438], [4.204588, -1.052403, -4.191246], [3.949785, -1.097606, -5.555748], [2.650563, -1.289732, -6.006585], [1.618397, -1.429465, -5.090114], [1.878691, -1.376149, -3.730186], [3.174203, -1.194811, -3.269842], [3.448207, -1.138498, -1.220058], [4.768047, -0.979204, -6.252206], [2.451039, -1.325553, -7.069966], [0.598879, -1.578771, -5.421148], [1.065843, -1.465532, -3.013900], [-2.658220, 0.140689, -2.907082], [-2.002219, 1.476285, -3.214095], [-3.065024, 2.554291, -3.390335], [-1.156945, 1.355124, -4.478076], [-1.224237, 1.961682, -2.098013], [0.087371, 1.288402, -1.450650], [0.513946, 2.148233, -0.319066], [-0.176057, -0.206504, -1.261140], [1.162066, 1.370311, -2.660173], [1.953123, 2.544918, -2.956500], [1.126794, 3.824487, -2.835726], [3.154695, 2.605541, -2.022334], [2.405949, 2.336595, -4.392504], [-3.295243, -0.140706, -3.749696], [-3.278642, 0.223253, -2.018068], [-1.921131, -0.643457, -2.737457], [-3.750891, 2.289759, -4.198276], [-2.595709, 3.513752, -3.617943], [-3.627024, 2.655041, -2.459822], [-1.803970, 1.071688, -5.312478], [-0.381441, 0.599863, -4.363104], [-0.679100, 2.304409, -4.723468], [0.784418, 3.959934, -1.810041], [0.254886, 3.790739, -3.489951], [1.741792, 4.680203, -3.125711], [2.816499, 2.636441, -0.987225], [3.747136, 3.498381, -2.240946], [3.786008, 1.726232, -2.159278], [1.544571, 2.302956, -5.061978], [2.946432, 1.392858, -4.480450], [3.065381, 3.150652, -4.701502]], "forces_ev_per_a": [[-0.37, 0.00, -0.27], [0.13, 0.06, 0.03], [0.09, -0.02, -0.01], [0.02, 0.05, 0.02], [-0.26, -0.09, -0.10], [0.12, 0.04, 0.07], [-0.03, -0.05, 0.08], [-0.04, -0.05, -0.08], [0.11, -0.03, 0.07], [0.02, -0.03, 0.01], [-0.01, 0.01, 0.00], [0.01, -0.01, 0.03], [0.00, 0.01, 0.01], [0.02, 0.04, -0.07], [-0.06, 0.01, -0.04], [-0.05, -0.03, 0.25], [-0.03, -0.06, -0.11], [-0.05, -0.02, 0.01], [-0.02, 0.00, -0.03], [-0.05, 0.02, -0.02], [0.06, 0.03, 0.05], [-0.02, 0.02, -0.01], [0.02, -0.08, -0.04], [-0.05, 0.08, 0.00], [-0.02, -0.03, -0.03], [-0.03, 0.02, -0.01], [0.03, -0.02, 0.04], [-0.02, -0.06, -0.09], [-0.02, 0.07, 0.01], [0.01, -0.01, 0.01], [-0.01, 0.01, -0.01], [0.00, 0.04, -0.01], [-0.10, -0.06, -0.08], [-0.05, -0.01, -0.04], [0.04, 0.01, -0.02], [0.00, -0.01, 0.01], [-0.05, -0.01, -0.06], [0.00, 0.02, -0.02], [-0.02, 0.00, -0.01], [0.00, 0.02, 0.01], [0.00, 0.00, -0.01], [0.00, 0.00, 0.00], [0.00, 0.00, 0.00], [0.00, 0.00, -0.01], [0.00, 0.00, 0.02], [0.06, 0.02, -0.02], [-0.02, -0.03, -0.03], [0.02, 0.00, -0.01], [-0.01, 0.00, 0.00], [0.00, 0.00, 0.00], [-0.01, 0.00, 0.00], [0.02, -0.02, 0.01], [0.00, 0.01, 0.01], [0.02, -0.01, -0.01], [0.01, 0.01, 0.02], [-0.05, 0.01, 0.04], [0.00, 0.10, 0.02], [0.02, 0.04, 0.12], [0.31, 0.10, 0.00], [0.05, -0.01, -0.04], [0.00, -0.01, -0.01], [-0.05, -0.01, 0.07], [0.01, 0.01, -0.13], [-0.15, -0.02, -0.04], [0.10, 0.02, 0.11], [0.02, 0.00, 0.03], [-0.33, -0.04, -0.02], [0.21, 0.02, -0.03], [0.11, -0.04, 0.10], [0.00, 0.00, -0.01], [0.01, 0.00, -0.01], [0.00, -0.01, -0.02], [0.09, 0.01, -0.06], [-0.06, -0.06, -0.01], [0.03, 0.02, 0.02], [-0.02, -0.01, 0.04], [-0.04, 0.02, -0.07], [-0.06, -0.05, -0.06], [-0.18, -0.58, 0.38], [-0.06, -0.23, -0.21], [0.53, 0.83, 0.38], [0.20, -0.06, 0.08], [-0.19, 0.04, 0.05], [0.00, 0.07, -0.02], [0.01, -0.06, 0.01], [0.03, -0.02, -0.07], [0.00, -0.04, 0.00], [0.00, 0.02, -0.01], [-0.03, 0.02, -0.03], [0.00, 0.00, 0.00], [0.00, 0.01, 0.00], [0.01, 0.00, -0.03], [-0.01, 0.00, 0.02], [-0.02, 0.00, -0.01], [-0.01, -0.01, 0.00], [0.01, 0.01, -0.04], [0.02, 0.00, 0.02], [0.04, -0.01, -0.01], [-0.02, 0.01, 0.01], [0.00, 0.00, 0.00], [0.01, 0.03, -0.01], [0.05, 0.01, 0.00], [0.00, 0.02, -0.01], [0.01, 0.01, -0.01]]}